--- one ---
Density functional theory data (ωB97M-V with the def2-TZVPD basis set) for a 2-piece molecular cluster, C3H8NO overall.

Results
Multiplicity: 1
HOMO level: -0.09019 Eh
Charge: -1

Last column: natural (NBO) charge in e.
CARTESIAN COORDINATES (ANGSTROEM)
C  0.0268  -0.1304  -0.9716  -0.453
N  1.4590  0.4280  -0.5008  -0.950
C  -0.4415  -0.4732  0.5300  -0.426
C  -1.5443  -0.1485  -0.4924  0.247
O  -2.4017  -0.8789  -1.2412  -0.832
H  0.3180  0.9260  -1.1041  0.399
H  1.3856  0.3591  2.7066  -0.022
H  -0.0049  -1.0096  -1.6563  0.217
H  2.0020  0.1562  -1.3948  0.285
H  -0.2765  0.4288  1.2395  0.214
H  -0.2797  -1.5084  0.8734  0.204
H  1.6476  0.9531  2.3742  0.021
H  -1.8904  0.8979  -0.3625  0.096

***

--- two ---
Density functional theory data (ωB97M-V with the def2-TZVPD basis set) for a 2-piece molecular cluster, C3H8NO overall.

Results
Multiplicity: 1
HOMO level: -0.07424 Eh
Charge: -1

Last column: natural (NBO) charge in e.
CARTESIAN COORDINATES (ANGSTROEM)
C  1.7585  1.7709  0.2963  -0.239
O  1.1673  1.3991  -0.9165  -0.787
H  1.8573  2.8555  0.3470  0.144
H  1.1753  1.4738  1.1734  0.162
H  2.7775  1.3759  0.4261  0.127
C  -2.2129  -1.0008  0.7533  -0.715
C  -1.0088  -1.5022  0.3513  0.038
N  -0.1724  -0.9927  -0.5770  -0.981
H  -2.5840  -0.0278  0.4523  0.170
H  -2.8121  -1.5627  1.4577  0.159
H  -0.7679  -2.4667  0.8239  0.111
H  0.7297  -1.4529  -0.4239  0.298
H  0.7148  0.5218  -0.7664  0.514

***

In kJ/mol, relative to the most stable structure: one 556.2; two 0.0.

***

--- one ---
Density functional theory data (ωB97M-V with the def2-TZVPD basis set) for the molecule C7H6N4.

Results
Multiplicity: 1
HOMO level (spin up / spin down): -0.32166 / -0.32164 Eh
SMILES: CN(C)C#C/N=N\C#CC#N
Charge: 0

Last column: natural (NBO) charge in e.
CARTESIAN COORDINATES (ANGSTROEM)
C  -1.7040  -1.5349  2.2985  0.272
C  -3.4228  0.1111  1.2709  0.229
C  0.8264  -1.1666  1.2932  0.054
C  -2.3838  -0.6284  1.8438  -0.210
C  0.8953  -0.3286  0.3897  0.228
C  2.2763  0.2834  -1.4712  -0.397
C  0.0539  1.3127  -1.1382  -0.424
N  -0.7342  -2.3012  2.5827  -0.264
N  -4.1422  0.6737  0.5912  -0.288
N  0.4232  -2.1335  2.0739  -0.109
N  1.1600  0.4671  -0.6170  -0.389
H  2.1618  0.8610  -2.3687  0.213
H  3.2063  0.5804  -1.0454  0.212
H  2.2349  -0.7567  -1.6219  0.211
H  0.4400  2.2068  -1.7847  0.217
H  -0.5826  0.7818  -1.9400  0.205
H  -0.7081  1.5720  -0.3567  0.242

***

--- two ---
Density functional theory data (ωB97M-V with the def2-TZVPD basis set) for the molecule C7H6N4.

Results
Multiplicity: 1
HOMO level (spin up / spin down): -0.29002 / -0.28885 Eh
Charge: 0

Last column: natural (NBO) charge in e.
CARTESIAN COORDINATES (ANGSTROEM)
C  -1.8703  0.3593  0.9186  0.252
C  2.6078  -0.0597  0.6505  0.080
C  1.8496  1.0345  0.2351  -0.207
C  0.7740  -0.8909  0.0309  0.542
C  -1.4212  -1.5705  -0.4860  0.082
C  -0.2745  1.1596  -0.8891  -0.059
C  -2.2849  -0.6883  0.0796  -0.445
N  -1.5735  1.1406  1.7090  -0.319
N  1.9535  -1.1986  0.5253  -0.511
N  -0.1546  -1.7785  -0.1002  -0.438
N  0.6632  0.5442  -0.2288  -0.301
H  3.6519  0.0764  1.0306  0.212
H  2.2250  1.9938  0.2061  0.219
H  -1.8969  -2.1869  -1.1300  0.196
H  -0.9250  0.5165  -1.4983  0.239
H  -0.0961  2.2285  -0.7627  0.224
H  -3.2280  -0.6800  -0.2905  0.234

***

In kJ/mol, relative to the most stable structure: one 289.2; two 0.0.

***

--- one ---
Density functional theory data (ωB97M-V with the def2-TZVPD basis set) for a 2-piece molecular cluster, H3O4PSi overall.

Results
Multiplicity: 1
HOMO level: -0.01205 Eh
Charge: -2

Last column: natural (NBO) charge in e.
CARTESIAN COORDINATES (ANGSTROEM)
O  1.5618  0.0879  1.5711  -1.119
O  0.4862  -2.0602  0.8255  -1.134
O  -1.8953  0.3654  2.0902  -1.270
O  1.3932  1.1697  -1.9938  -1.317
Si  0.2788  0.1987  -1.5440  1.205
P  0.5298  -0.5295  0.7450  1.777
H  -1.3372  1.1858  2.2045  0.396
H  0.1465  -1.1573  -2.5267  -0.286
H  -1.1638  0.7394  -1.3718  -0.251

***

--- two ---
Density functional theory data (ωB97M-V with the def2-TZVPD basis set) for a 2-piece molecular cluster, H3O4PSi overall.

Results
Multiplicity: 1
HOMO level: -0.01971 Eh
Charge: -2

Last column: natural (NBO) charge in e.
CARTESIAN COORDINATES (ANGSTROEM)
O  0.2696  -2.3249  0.6159  -1.197
O  -0.9091  -0.9177  2.4012  -1.200
O  1.4322  -0.3966  1.9203  -1.156
O  -1.6075  1.7733  -1.9505  -1.201
Si  0.0600  0.2764  -0.3364  0.682
P  0.1777  -1.0639  1.4626  2.186
H  -1.2349  1.1713  -2.6149  0.401
H  0.8606  1.4858  0.0305  -0.259
H  0.9513  -0.0038  -1.5288  -0.255

***

In kJ/mol, relative to the most stable structure: one 0.0; two 52.4.

***

--- one ---
Density functional theory data (ωB97M-V with the def2-TZVPD basis set) for C37H41F4GeNO3TeV as an isolated structure.

Results
Multiplicity: 2
HOMO level (spin up / spin down): -0.29994 / -0.28891 Eh
⟨S²⟩: 1.247
Charge: 0

Last column: Löwdin spin population.
CARTESIAN COORDINATES (ANGSTROEM)
V  0.7479  -1.9380  -0.2345  1.660
C  4.5972  -1.2534  0.7782  -0.014
Ge  3.8667  -1.0560  -1.0317  -0.055
C  5.2126  -1.6418  -2.3332  -0.004
C  3.4843  0.8429  -1.3288  -0.006
C  2.2812  -2.1765  -1.2491  -0.518
H  5.5608  -0.7428  0.8342  -0.001
H  4.7514  -2.3047  1.0278  0.000
H  3.9263  -0.8194  1.5206  0.000
H  6.1141  -1.0308  -2.2579  0.000
H  4.8177  -1.5522  -3.3466  0.000
H  5.4858  -2.6833  -2.1584  0.000
H  4.2622  1.4565  -0.8703  -0.001
H  2.5193  1.1139  -0.9002  0.000
H  3.4547  1.0597  -2.3969  0.000
H  2.4292  -3.0495  -1.8901  -0.026
F  -4.7667  -4.7882  -1.0967  0.003
C  -3.5563  -4.2031  -0.9492  0.008
C  -3.0184  -3.5035  -2.0087  -0.003
C  -1.7774  -2.9012  -1.8379  0.003
C  -1.0469  -2.9951  -0.6432  -0.033
C  -1.6472  -3.7313  0.3861  0.005
C  -2.8957  -4.3297  0.2530  -0.003
H  -3.5656  -3.4283  -2.9395  -0.001
H  -1.3984  -2.3356  -2.6798  0.000
H  -1.1232  -3.8783  1.3239  0.000
H  -3.3464  -4.8991  1.0559  0.000
F  2.4605  -2.5960  4.0132  0.000
C  1.9384  -3.5642  3.2556  0.000
F  2.8207  -4.5593  3.1779  0.000
F  0.8386  -4.0280  3.8805  0.001
C  1.5379  -3.0524  1.8595  0.005
O  1.2968  -3.8580  0.9559  -0.016
O  1.4104  -1.7961  1.7119  0.006
C  -4.2458  6.2134  -0.1013  0.000
C  -3.5888  4.8606  -0.1057  0.000
C  -4.0794  3.8154  0.6652  0.000
C  -3.4870  2.5598  0.6634  0.000
C  -4.1006  1.4902  1.5344  0.000
C  -2.3515  2.3478  -0.1386  0.001
Te  -1.7486  0.2989  -0.0513  0.005
N  0.0028  -0.1006  -1.0186  0.006
C  -0.3726  0.0327  -2.3108  0.004
O  -1.5223  0.4121  -2.5986  0.003
C  0.6348  -0.1609  -3.4090  -0.011
C  0.9661  -1.4210  -3.8940  -0.013
C  1.8712  -1.5501  -4.9372  -0.006
C  2.4534  -0.4242  -5.5009  0.000
C  2.1158  0.8347  -5.0248  -0.004
C  1.2041  0.9656  -3.9887  0.000
C  -0.7992  0.4146  1.8462  0.002
C  0.2714  1.2829  2.0989  0.001
C  0.8000  2.2751  1.1020  0.000
C  0.8805  1.2419  3.3463  0.000
C  0.4660  0.3717  4.3430  0.001
C  1.1673  0.3106  5.6709  0.000
C  -0.6112  -0.4583  4.0786  0.000
C  -1.2585  -0.4582  2.8505  0.001
C  -2.4292  -1.4043  2.7097  0.000
C  -1.8225  3.3867  -0.9089  0.000
C  -0.5731  3.2991  -1.7424  0.000
C  -2.4654  4.6213  -0.8781  0.000
H  -5.1540  6.2108  0.4996  0.000
H  -4.5085  6.5214  -1.1142  0.000
H  -3.5729  6.9697  0.3063  0.000
H  -4.9556  3.9735  1.2842  0.000
H  -4.9318  1.9044  2.1016  0.000
H  -3.3830  1.0968  2.2575  0.000
H  -4.4920  0.6534  0.9503  0.000
H  0.5268  -2.3079  -3.4592  -0.003
H  2.1241  -2.5363  -5.3046  0.000
H  3.1633  -0.5279  -6.3113  0.000
H  2.5610  1.7200  -5.4602  0.000
H  0.9491  1.9534  -3.6261  0.000
H  0.5535  2.0042  0.0802  0.000
H  1.8867  2.3324  1.1684  0.000
H  0.3990  3.2714  1.3059  0.000
H  1.7228  1.9002  3.5312  0.000
H  2.0163  0.9917  5.7029  0.000
H  1.5326  -0.6996  5.8624  0.000
H  0.4878  0.5742  6.4833  0.000
H  -0.9488  -1.1508  4.8437  0.000
H  -3.2832  -1.0423  3.2869  0.000
H  -2.7639  -1.5625  1.6879  0.000
H  -2.1635  -2.3832  3.1098  0.000
H  -0.2640  2.2785  -1.9153  0.000
H  0.2437  3.8321  -1.2528  0.000
H  -0.7389  3.7638  -2.7151  0.000
H  -2.0570  5.4236  -1.4850  0.000

***

--- two ---
Density functional theory data (ωB97M-V with the def2-TZVPD basis set) for C37H41F4GeNO3TeV as an isolated structure.

Results
Multiplicity: 2
HOMO level (spin up / spin down): -0.27975 / -0.27976 Eh
⟨S²⟩: 0.797
Charge: 0

Last column: Löwdin spin population.
CARTESIAN COORDINATES (ANGSTROEM)
V  1.9480  -1.3028  2.0573  1.185
C  3.4583  -3.4103  -2.7112  0.000
Ge  4.2019  -1.6156  -2.8797  0.000
C  2.9308  -0.4417  -3.7867  0.000
C  5.8846  -1.7188  -3.8747  0.000
C  4.4847  -0.9227  -1.0452  0.000
H  3.1762  -3.8028  -3.6902  0.000
H  2.5711  -3.3903  -2.0786  0.000
H  4.1819  -4.0924  -2.2636  0.000
H  2.9022  -0.6626  -4.8552  0.000
H  3.2060  0.6063  -3.6570  0.000
H  1.9281  -0.5842  -3.3788  0.000
H  5.6785  -1.9503  -4.9215  0.000
H  6.5113  -2.5142  -3.4675  0.000
H  6.4473  -0.7855  -3.8421  0.000
H  3.6563  -1.3100  -0.4577  0.001
F  0.4273  -6.1997  -1.2269  0.002
C  0.7931  -5.0882  -0.5631  0.007
C  0.0598  -3.9326  -0.7512  -0.003
C  0.4438  -2.7865  -0.0670  0.005
C  1.5430  -2.7997  0.7978  -0.018
C  2.2742  -3.9859  0.9307  0.010
C  1.8985  -5.1427  0.2589  -0.002
H  -0.7920  -3.9388  -1.4191  0.000
H  -0.1386  -1.8808  -0.2113  0.000
H  3.1455  -4.0271  1.5813  0.001
H  2.4482  -6.0696  0.3584  0.000
F  3.6890  -2.9533  6.0366  0.000
C  2.6274  -2.1645  5.8730  0.000
F  1.6003  -2.6833  6.5324  0.000
F  2.9057  -0.9585  6.3838  0.000
C  2.2999  -2.0000  4.3727  0.003
O  1.1262  -2.0962  3.9605  0.008
O  3.2561  -1.7107  3.6087  0.010
C  -8.0450  0.9497  -2.2211  0.000
C  -6.5807  0.9198  -1.8711  0.000
C  -6.1115  0.1828  -0.7917  0.000
C  -4.7625  0.1450  -0.4576  0.000
C  -4.3411  -0.6897  0.7245  0.000
C  -3.8439  0.8839  -1.2199  0.000
Te  -1.7750  0.8282  -0.7074  0.000
N  2.3667  -0.0880  1.0376  -0.169
C  2.2361  0.8618  0.0259  -0.017
O  1.1433  1.2870  -0.2764  -0.024
C  3.4957  1.3806  -0.5880  -0.003
C  4.5493  0.5722  -1.0153  -0.001
C  5.6735  1.2136  -1.5449  0.000
C  5.7528  2.5907  -1.6472  -0.001
C  4.6836  3.3809  -1.2443  0.000
C  3.5570  2.7685  -0.7284  -0.001
C  -2.0054  1.6529  1.2375  0.000
C  -2.5614  2.9310  1.4002  0.000
C  -3.0345  3.7689  0.2442  0.000
C  -2.6930  3.4519  2.6867  0.000
C  -2.2835  2.7562  3.8121  0.000
C  -2.4346  3.3363  5.1935  0.000
C  -1.7258  1.4982  3.6289  0.000
C  -1.5837  0.9365  2.3662  0.000
C  -0.9644  -0.4345  2.2863  0.005
C  -4.2966  1.6261  -2.3245  0.000
C  -3.4109  2.4407  -3.2398  0.000
C  -5.6574  1.6260  -2.6243  0.000
H  -8.6238  0.3119  -1.5539  0.000
H  -8.2107  0.6077  -3.2443  0.000
H  -8.4434  1.9633  -2.1482  0.000
H  -6.8149  -0.3865  -0.1927  0.000
H  -5.1823  -1.2704  1.1025  0.000
H  -3.9699  -0.0632  1.5383  0.000
H  -3.5393  -1.3795  0.4528  0.000
H  5.3998  -1.3542  -0.6343  0.000
H  6.5033  0.6063  -1.8867  0.000
H  6.6458  3.0487  -2.0553  0.000
H  4.7292  4.4582  -1.3319  0.000
H  2.7040  3.3552  -0.4131  0.000
H  -2.2765  3.8238  -0.5361  0.000
H  -3.2696  4.7806  0.5759  0.000
H  -3.9316  3.3418  -0.2058  0.000
H  -3.1280  4.4393  2.8053  0.000
H  -2.8679  4.3353  5.1567  0.000
H  -1.4686  3.4046  5.6975  0.000
H  -3.0810  2.7107  5.8120  0.000
H  -1.3973  0.9310  4.4946  0.000
H  -0.9733  -0.9333  3.2496  0.000
H  0.0884  -0.2949  1.9759  0.003
H  -1.4267  -1.0743  1.5370  0.001
H  -2.3579  2.3619  -2.9922  0.000
H  -3.6885  3.4961  -3.1936  0.000
H  -3.5420  2.1181  -4.2745  0.000
H  -5.9991  2.2004  -3.4812  0.000

***

In kJ/mol, relative to the most stable structure: one 144.3; two 0.0.